i.
10
Properties=species:S:1:pos:R:3 method="wB97M-V/def2-TZVPD" homo_lumo_gap_ev=9.316 charge=0 lumo_ev=0.6711 spin_multiplicity=1 homo_ev=-8.6445
C -0.68976 -0.26077 -0.14104
C 0.28505 -1.28914 0.01986
C 0.16499 0.83257 -0.16344
H -2.55075 1.04140 0.44797
H 0.08457 -2.31268 -0.11427
H 2.18639 1.02081 0.13290
H 0.00887 1.95388 -0.00271
N 1.55781 -0.93693 -0.05647
N 1.40081 0.28699 -0.05256
S -2.44800 -0.33614 -0.07024

ii.
10
Properties=species:S:1:pos:R:3 method="wB97M-V/def2-TZVPD" smiles="C1=NN=CSC1" homo_lumo_gap_ev=9.126 charge=0 lumo_ev=0.0696 spin_multiplicity=1 homo_ev=-9.0562
C 0.24907 1.35454 0.22985
C 0.27581 -1.35692 0.10090
C -1.13125 1.02532 -0.11016
H 0.36254 1.49577 1.30596
H 0.47448 2.33376 -0.31937
H 0.67849 -2.40649 0.07896
H -1.75483 1.88663 -0.40248
N -0.98956 -1.26098 0.07575
N -1.71392 -0.11942 -0.08062
S 1.42511 0.01347 -0.12203

iii.
10
Properties=species:S:1:pos:R:3 method="wB97M-V/def2-TZVPD" smiles="C=NSCC#N" homo_lumo_gap_ev=9.983 charge=0 lumo_ev=0.6406 spin_multiplicity=1 homo_ev=-9.3420
C 2.50185 -0.26726 0.01524
C -1.29035 0.44235 0.00527
C -2.65074 -0.03377 -0.08938
H 3.31351 0.36776 -0.09802
H 2.79856 -1.33160 0.17366
H -1.10967 1.18535 -0.77641
H -1.20324 0.93187 0.97954
N 1.30786 0.19798 -0.11916
N -3.61326 -0.61486 -0.02039
S -0.05454 -0.87782 -0.07036

iv.
10
Properties=species:S:1:pos:R:3 method="wB97M-V/def2-TZVPD" smiles=Sc1ncc[nH]1 homo_lumo_gap_ev=8.759 charge=0 lumo_ev=0.5699 spin_multiplicity=1 homo_ev=-8.1892
C 0.04776 -0.47625 0.75221
C -0.76324 1.35714 0.08282
C -0.04454 0.85958 -0.97826
H 1.01748 -2.54347 0.79508
H -1.44104 2.25587 0.08426
H 0.07809 1.20142 -1.98427
H 1.02776 -0.95150 -1.09534
N -0.72643 0.51208 1.14489
N 0.42133 -0.34218 -0.57353
S 0.38283 -1.87268 1.77215

The structure with the greatest stability is iv.

i.
18
Properties=species:S:1:pos:R:3 method="wB97M-V/def2-TZVPD" homo_lumo_gap_ev="7.759 / 7.761" charge=0 lumo_ev="-0.9296 / -0.9284" spin_multiplicity=1 homo_ev="-8.6888 / -8.6889"
C -0.94324 1.85652 -0.81200
C -1.65957 0.82673 -0.26919
C 0.46411 1.71740 -0.98356
C -1.07355 -0.47992 0.04446
C 1.15335 0.52508 -0.36049
C 0.27794 -0.23631 0.58426
N 0.47187 -2.08624 2.08104
N 0.82974 -1.64291 0.90609
S 1.54090 -2.40066 -0.32865
S 1.25455 2.90108 -1.79926
H -1.49510 2.70207 -1.12776
H -2.77288 0.81011 -0.21759
H -1.75028 -1.05487 0.60800
H -0.94691 -1.11201 -0.94575
H 1.25777 -0.18102 -1.24665
H 2.09217 0.78019 0.02420
H 0.46413 0.10255 1.66229
H 0.83500 -3.02781 2.18057

ii.
18
Properties=species:S:1:pos:R:3 method="wB97M-V/def2-TZVPD" smiles="[H]/N=[N+](/[S-])SC1C=CCC=C1" homo_lumo_gap_ev="8.496 / 8.497" charge=0 lumo_ev="-0.2478 / -0.2472" spin_multiplicity=1 homo_ev="-8.7441 / -8.7442"
C -1.99363 -0.20316 0.98495
C -1.57040 0.66208 -1.20587
C -0.73645 0.16307 1.37657
C -0.25029 0.89599 -0.98628
C -2.31161 -0.33850 -0.42945
C 0.29690 0.47924 0.30856
N 4.05105 -1.17794 -0.01915
N 3.10201 -0.37323 -0.12001
S 3.19221 1.16632 -0.56406
S 1.40910 -1.06715 0.20816
H -2.59303 -0.61153 1.90685
H -1.91954 0.88849 -2.16534
H -0.53692 0.45047 2.46633
H 0.31922 1.62104 -1.50048
H -1.97355 -1.31788 -0.78058
H -3.41714 -0.33631 -0.62616
H 1.21815 1.17499 0.66655
H 3.71393 -2.07599 0.47942

The structure with the greatest stability is i.